ORCA calculation (the ωB97M-V functional and the def2-TZVPD basis) on 5 unconnected molecules or ions with the total composition C45H95N5O5 at a distorted geometry.

The calculation puts the energy at -2421.3120 a.u. As for the HOMO-LUMO gap: 0.309 Ha. The calculation puts the largest force on an atom at 0.0549 Eh/bohr. The net charge is 0. The LUMO energy is 0.5072 eV. The relative energy (zero: lowest compared OMol25 entry of this formula, charge and spin) is 21.4 kcal/mol. The HOMO energy comes out at -7.9 eV. Its SMILES is CC1(C)CCCC(C)(C)N1O.CC1(C)CCCC(C)(C)N1O.CC1(C)CCCC(C)(C)N1O.CC1(C)CCCC(C)(C)N1O.CC1(C)CCCC(C)(C)N1O.

Each atom is followed by the atoms it is bonded to, with distances in Å.
Geometry (Å):
1 C 4.254 6.244 26.538  C2 1.538, H12 1.088, H13 1.087, H14 1.095
2 C 3.417 5.274 25.686  C1 1.538, C3 1.516, N7 1.464, C11 1.530
3 C 1.958 5.636 25.884  C2 1.516, C4 1.525, H15 1.090, H16 1.091
4 C 1.114 4.870 24.870  C3 1.525, C5 1.536, H17 1.094, H18 1.091
5 C 1.499 5.270 23.438  C4 1.536, C6 1.549, H19 1.092, H20 1.093
6 C 3.000 5.023 23.142  C5 1.549, N7 1.461, C9 1.527, C10 1.539
7 N 3.756 5.528 24.285  C2 1.464, C6 1.461, O8 1.409
8 O 5.145 5.451 24.059  N7 1.409, H30 0.962
9 C 3.216 3.548 22.810  C6 1.527, H21 1.098, H22 1.093, H23 1.091
10 C 3.401 5.858 21.912  C6 1.539, H24 1.093, H25 1.089, H26 1.094
11 C 3.726 3.848 26.147  C2 1.530, H27 1.100, H28 1.089, H29 1.087
12 H 5.316 6.013 26.470  C1 1.088
13 H 3.910 6.233 27.568  C1 1.087
14 H 4.129 7.225 26.069  C1 1.095
15 H 1.604 5.339 26.871  C3 1.090
16 H 1.847 6.698 25.660  C3 1.091
17 H 0.040 5.065 24.940  C4 1.094
18 H 1.247 3.787 24.898  C4 1.091
19 H 1.278 6.308 23.181  C5 1.092
20 H 0.941 4.621 22.759  C5 1.093
21 H 3.051 2.865 23.654  C9 1.098
22 H 2.477 3.169 22.099  C9 1.093
23 H 4.227 3.305 22.482  C9 1.091
24 H 3.907 6.789 22.179  C10 1.093
25 H 4.033 5.306 21.218  C10 1.089
26 H 2.529 6.222 21.359  C10 1.094
27 H 3.639 3.852 27.243  C11 1.100
28 H 4.754 3.535 25.968  C11 1.089
29 H 3.009 3.112 25.795  C11 1.087
30 H 5.424 6.352 23.867  O8 0.962
31 C -0.690 0.579 22.649  C32 1.538, H42 1.092, H43 1.090, H44 1.093
32 C -0.594 0.443 21.119  C31 1.538, C33 1.533, N37 1.467, C41 1.545
33 C 0.453 -0.591 20.690  C32 1.533, C34 1.529, H45 1.088, H46 1.107
34 C -0.066 -2.029 20.658  C33 1.529, C35 1.507, H47 1.089, H48 1.092
35 C -1.244 -2.056 19.718  C34 1.507, C36 1.526, H49 1.097, H50 1.095
36 C -2.390 -1.201 20.250  C35 1.526, N37 1.458, C39 1.527, C40 1.538
37 N -1.893 0.145 20.509  C32 1.467, C36 1.458, O38 1.397
38 O -2.890 1.070 20.828  N37 1.397, H60 0.970
39 C -3.430 -1.079 19.139  C36 1.527, H51 1.090, H52 1.089, H53 1.096
40 C -3.068 -1.869 21.458  C36 1.538, H54 1.091, H55 1.092, H56 1.089
41 C -0.117 1.800 20.553  C32 1.545, H57 1.091, H58 1.092, H59 1.088
42 H -1.431 1.338 22.908  C31 1.092
43 H 0.231 0.898 23.136  C31 1.090
44 H -0.989 -0.392 23.056  C31 1.093
45 H 1.158 -0.246 19.936  C33 1.088
46 H 1.139 -0.618 21.559  C33 1.107
47 H -0.322 -2.334 21.672  C34 1.089
48 H 0.746 -2.680 20.327  C34 1.092
49 H -1.623 -3.063 19.500  C35 1.097
50 H -0.976 -1.719 18.712  C35 1.095
51 H -3.883 -2.015 18.812  C39 1.090
52 H -4.192 -0.341 19.385  C39 1.089
53 H -2.940 -0.666 18.249  C39 1.096
54 H -2.404 -1.987 22.314  C40 1.091
55 H -3.896 -1.239 21.788  C40 1.092
56 H -3.420 -2.851 21.146  C40 1.089
57 H 0.859 1.990 21.000  C41 1.091
58 H -0.770 2.624 20.850  C41 1.092
59 H -0.165 1.744 19.467  C41 1.088
60 H -3.110 0.956 21.766  O38 0.970
61 C 11.256 8.440 20.574  C62 1.527, H72 1.086, H73 1.094, H74 1.091
62 C 10.250 9.250 21.389  C61 1.527, C63 1.539, N67 1.474, C71 1.531
63 C 9.230 9.849 20.405  C62 1.539, C64 1.548, H75 1.102, H76 1.094
64 C 7.968 10.457 21.063  C63 1.548, C65 1.535, H77 1.088, H78 1.088
65 C 7.362 9.274 21.831  C64 1.535, C66 1.507, H79 1.093, H80 1.092
66 C 8.244 8.648 22.881  C65 1.507, N67 1.460, C69 1.530, C70 1.549
67 N 9.573 8.360 22.349  C62 1.474, C66 1.460, O68 1.422
68 O 10.435 7.992 23.418  N67 1.422, H90 0.963
69 C 8.223 9.409 24.209  C66 1.530, H81 1.099, H82 1.087, H83 1.093
70 C 7.550 7.295 23.178  C66 1.549, H84 1.090, H85 1.087, H86 1.102
71 C 10.936 10.417 22.104  C62 1.531, H87 1.093, H88 1.089, H89 1.093
72 H 10.781 7.795 19.840  C61 1.086
73 H 11.842 7.821 21.260  C61 1.094
74 H 11.973 9.115 20.105  C61 1.091
75 H 9.779 10.677 19.929  C63 1.102
76 H 9.025 9.224 19.530  C63 1.094
77 H 7.297 10.770 20.266  C64 1.088
78 H 8.406 11.295 21.600  C64 1.088
79 H 7.108 8.545 21.057  C65 1.093
80 H 6.417 9.641 22.238  C65 1.092
81 H 7.340 10.061 24.265  C69 1.099
82 H 8.178 8.829 25.127  C69 1.087
83 H 9.049 10.125 24.248  C69 1.093
84 H 7.502 6.628 22.317  C70 1.090
85 H 7.832 6.829 24.118  C70 1.087
86 H 6.496 7.564 23.352  C70 1.102
87 H 11.580 10.076 22.918  C71 1.093
88 H 10.254 11.151 22.531  C71 1.089
89 H 11.604 10.938 21.413  C71 1.093
90 H 10.586 7.056 23.248  O68 0.963
91 C 1.731 14.927 22.765  C92 1.538, H102 1.089, H103 1.090, H104 1.091
92 C 3.062 14.351 22.252  C91 1.538, C93 1.530, N97 1.454, C101 1.536
93 C 4.187 14.642 23.248  C92 1.530, C94 1.531, H105 1.093, H106 1.094
94 C 4.283 13.678 24.434  C93 1.531, C95 1.528, H107 1.094, H108 1.089
95 C 4.258 12.223 23.971  C94 1.528, C96 1.547, H109 1.094, H110 1.095
96 C 3.174 11.876 22.924  C95 1.547, N97 1.444, C99 1.536, C100 1.531
97 N 3.061 12.930 21.944  C92 1.454, C96 1.444, O98 1.411
98 O 2.128 12.591 20.942  N97 1.411, H120 0.968
99 C 3.687 10.597 22.245  C96 1.536, H111 1.089, H112 1.092, H113 1.092
100 C 1.888 11.592 23.705  C96 1.531, H114 1.094, H115 1.098, H116 1.091
101 C 3.426 15.080 20.949  C92 1.536, H117 1.091, H118 1.090, H119 1.090
102 H 0.916 14.649 22.100  C91 1.089
103 H 1.853 16.011 22.787  C91 1.090
104 H 1.527 14.631 23.795  C91 1.091
105 H 5.157 14.666 22.746  C93 1.093
106 H 4.031 15.627 23.697  C93 1.094
107 H 3.424 13.863 25.086  C94 1.094
108 H 5.214 13.840 24.977  C94 1.089
109 H 4.064 11.592 24.844  C95 1.094
110 H 5.258 11.923 23.639  C95 1.095
111 H 4.062 9.870 22.964  C99 1.089
112 H 2.901 10.171 21.620  C99 1.092
113 H 4.503 10.881 21.577  C99 1.092
114 H 1.588 12.466 24.290  C100 1.094
115 H 1.016 11.361 23.079  C100 1.098
116 H 1.957 10.751 24.395  C100 1.091
117 H 4.394 14.761 20.560  C101 1.091
118 H 3.512 16.158 21.087  C101 1.090
119 H 2.672 14.801 20.212  C101 1.090
120 H 1.266 12.555 21.381  O98 0.968
121 C 8.465 2.338 27.615  C122 1.514, H132 1.092, H133 1.096, H134 1.091
122 C 8.933 3.775 27.706  C121 1.514, C123 1.520, N127 1.439, C131 1.543
123 C 9.718 3.921 28.999  C122 1.520, C124 1.522, H135 1.095, H136 1.095
124 C 10.456 5.247 29.112  C123 1.522, C125 1.522, H137 1.092, H138 1.092
125 C 11.397 5.419 27.928  C124 1.522, C126 1.531, H139 1.097, H140 1.093
126 C 10.702 5.268 26.572  C125 1.531, N127 1.449, C129 1.552, C130 1.526
127 N 9.826 4.115 26.629  C122 1.439, C126 1.449, O128 1.404
128 O 9.458 3.617 25.369  N127 1.404, H150 0.970
129 C 9.921 6.577 26.282  C126 1.552, H141 1.091, H142 1.090, H143 1.092
130 C 11.721 5.057 25.456  C126 1.526, H144 1.093, H145 1.088, H146 1.092
131 C 7.688 4.685 27.703  C122 1.543, H147 1.089, H148 1.094, H149 1.094
132 H 7.943 2.029 28.523  C121 1.092
133 H 9.296 1.628 27.541  C121 1.096
134 H 7.829 2.123 26.755  C121 1.091
135 H 9.049 3.790 29.856  C123 1.095
136 H 10.446 3.111 29.107  C123 1.095
137 H 11.072 5.246 30.013  C124 1.092
138 H 9.734 6.064 29.154  C124 1.092
139 H 12.195 4.667 27.960  C125 1.097
140 H 11.891 6.394 27.949  C125 1.093
141 H 10.496 7.283 25.681  C129 1.091
142 H 9.021 6.433 25.684  C129 1.090
143 H 9.617 7.097 27.192  C129 1.092
144 H 12.637 5.625 25.635  C130 1.093
145 H 11.953 4.001 25.334  C130 1.088
146 H 11.354 5.422 24.495  C130 1.092
147 H 7.954 5.715 27.939  C131 1.089
148 H 6.927 4.416 28.442  C131 1.094
149 H 7.200 4.637 26.725  C131 1.094
150 H 8.612 4.036 25.145  O128 0.970